{
  "formula": "C19H33N3OS",
  "method": "ωB97M-V/def2-TZVPD",
  "total_charge": 0,
  "e_above_lowest_kcal_mol": 4.3,
  "e_homo_ev": -7.942,
  "gap_ev": 8.62,
  "smiles": "CC(C)CCN1CCN(Cc2nc3c(s2)CCCC3)C[C@H]1CCO",
  "elements": ["C", "C", "C", "C", "C", "N", "C", "C", "N", "C", "C", "N", "C", "C", "S", "C", "C", "C", "C", "C", "C", "C", "C", "O", "H", "H", "H", "H", "H", "H", "H", "H", "H", "H", "H", "H", "H", "H", "H", "H", "H", "H", "H", "H", "H", "H", "H", "H", "H", "H", "H", "H", "H", "H", "H", "H", "H"],
  "positions_angstrom": [[0.255689, 4.224633, -3.684776], [0.014979, 3.537715, -2.341274], [-0.201501, 4.590153, -1.256185], [1.191446, 2.613517, -2.009866], [0.905399, 1.655449, -0.850326], [2.070990, 0.825757, -0.586004], [2.155960, -0.350114, -1.432924], [1.249398, -1.500975, -0.979271], [1.555564, -1.826381, 0.401306], [0.890889, -3.024185, 0.881979], [-0.588532, -2.873506, 1.022856], [-1.410660, -2.711703, 0.050907], [-2.688196, -2.518873, 0.471152], [-2.860789, -2.520526, 1.822288], [-1.340297, -2.782350, 2.613245], [-4.162578, -2.350416, 2.521961], [-5.191107, -1.781693, 1.540907], [-5.148564, -2.542725, 0.216517], [-3.812784, -2.314418, -0.490033], [1.333193, -0.669949, 1.249018], [2.270393, 0.466718, 0.810732], [3.738552, 0.087488, 1.048221], [4.183165, 0.359628, 2.485437], [5.511092, -0.042582, 2.724486], [-0.575503, 4.880587, -3.933933], [1.164063, 4.821910, -3.645144], [0.362250, 3.490793, -4.480466], [-0.892570, 2.927645, -2.422360], [-1.021129, 5.251312, -1.529383], [0.696257, 5.191739, -1.130593], [-0.444230, 4.129825, -0.302205], [1.436673, 2.027096, -2.896955], [2.070034, 3.209691, -1.758748], [0.692649, 2.237893, 0.047991], [0.007403, 1.062927, -1.082992], [3.192241, -0.695002, -1.421838], [1.901940, -0.068158, -2.455311], [0.188726, -1.228750, -1.104874], [1.444301, -2.381204, -1.595330], [1.319871, -3.282884, 1.854332], [1.106343, -3.828834, 0.172648], [-4.048133, -1.690275, 3.385168], [-4.502513, -3.321870, 2.897440], [-6.187407, -1.845864, 1.981232], [-4.970952, -0.728155, 1.355354], [-5.965869, -2.216499, -0.428846], [-5.278321, -3.609283, 0.412328], [-3.692970, -2.994654, -1.335059], [-3.764643, -1.293544, -0.882427], [0.288703, -0.313552, 1.193494], [1.543005, -0.947651, 2.284121], [2.046771, 1.355736, 1.412432], [3.881602, -0.970538, 0.827768], [4.357049, 0.676831, 0.366433], [4.061656, 1.429444, 2.716576], [3.579144, -0.213899, 3.191710], [6.081858, 0.386523, 2.077085]],
  "forces_ev_per_a": [[-0.18, -0.18, 0.19], [0.24, 0.09, -0.11], [-0.11, -0.27, -0.12], [-0.48, -0.10, 0.16], [0.15, 0.18, -0.26], [-0.06, 0.17, 0.10], [-0.06, -0.29, -0.06], [0.09, 0.31, -0.27], [0.05, -0.04, 0.09], [0.26, -0.01, -0.08], [-0.18, -0.04, 0.98], [0.37, -0.15, -0.76], [-0.39, 0.09, 0.67], [0.38, -0.08, 0.02], [-0.17, 0.01, -0.86], [-0.19, 0.08, 0.10], [-0.05, -0.23, 0.06], [0.02, 0.26, -0.07], [-0.08, -0.09, 0.01], [0.13, 0.27, -0.02], [0.22, -0.11, 0.23], [-0.09, 0.06, 0.37], [-0.33, 0.11, -0.29], [0.47, -0.10, 0.02], [-0.06, 0.11, -0.08], [0.13, 0.10, -0.02], [0.04, -0.04, -0.12], [0.01, 0.00, -0.01], [-0.08, 0.10, 0.03], [0.12, 0.10, 0.03], [-0.03, 0.02, 0.16], [0.08, -0.02, -0.06], [0.09, 0.03, -0.01], [-0.05, -0.05, 0.03], [-0.05, 0.06, 0.07], [0.00, -0.06, -0.11], [0.06, -0.02, -0.03], [0.12, -0.06, -0.03], [-0.06, 0.00, -0.05], [0.01, -0.08, -0.07], [-0.03, -0.01, 0.12], [-0.06, -0.04, 0.01], [-0.04, 0.06, 0.05], [0.00, 0.07, 0.01], [-0.03, 0.06, 0.02], [-0.03, -0.08, 0.01], [-0.05, -0.06, -0.02], [0.01, 0.04, -0.02], [-0.02, -0.02, -0.07], [0.03, -0.05, 0.06], [-0.06, 0.00, 0.07], [-0.03, -0.05, -0.06], [0.11, 0.01, -0.01], [0.02, 0.01, -0.03], [-0.08, -0.12, 0.01], [-0.05, 0.08, 0.00], [-0.05, -0.04, 0.06]],
  "mulliken_charge": [-1.61, 0.73, -1.47, -0.62, -0.68, 0.28, -1.26, -0.34, 0.10, -1.28, 0.52, -0.52, -0.33, 0.79, -0.25, -0.55, -0.76, -0.74, -0.51, -0.85, 0.09, -1.05, -0.59, -0.53, 0.45, 0.32, 0.39, 0.29, 0.42, 0.30, 0.37, 0.29, 0.18, 0.44, 0.05, 0.38, 0.44, 0.17, 0.55, 0.44, 0.46, 0.38, 0.29, 0.34, 0.31, 0.35, 0.30, 0.31, 0.25, 0.25, 0.57, 0.50, 0.13, 0.63, 0.31, 0.26, 0.34]
}


{
  "formula": "C16H26ClInNO6",
  "method": "ωB97M-V/def2-TZVPD",
  "total_charge": -1,
  "e_homo_ev": -5.248,
  "gap_ev": 7.82,
  "elements": ["O", "C", "C", "In", "Cl", "C", "O", "C", "O", "C", "C", "O", "C", "O", "C", "C", "C", "C", "C", "C", "H", "H", "H", "H", "H", "H", "H", "H", "H", "H", "H", "H", "H", "H", "H", "H", "H", "H", "H", "C", "O", "N", "C", "C", "H", "H", "H", "H", "H", "H", "H"],
  "positions_angstrom": [[0.447482, 1.853099, 2.343074], [-0.698218, 1.438335, 2.469942], [-1.062129, 0.040101, 2.155161], [-1.168661, -0.237968, -0.102493], [-1.793180, -2.597772, -0.461639], [0.865673, 0.144578, -0.951712], [1.924929, 0.062290, 0.014929], [2.101610, -1.223331, 0.487840], [2.805236, -2.077108, -0.395703], [1.962887, -2.971556, -1.115635], [1.789375, -4.331034, -0.441145], [0.776199, -5.027140, -1.184865], [-2.663641, 1.264759, -0.848502], [-3.933117, 0.755681, -1.344198], [-4.536896, -0.179517, -0.552017], [-4.620711, -0.020186, 0.813852], [-5.203759, -0.991066, 1.599618], [-5.697200, -2.114977, 0.983644], [-5.639343, -2.239405, -0.379542], [-5.064131, -1.286244, -1.182211], [-1.535601, 2.105543, 2.789853], [-2.059567, -0.184168, 2.559686], [-0.354727, -0.702823, 2.532274], [1.068001, -0.531615, -1.793718], [0.863998, 1.159896, -1.366204], [2.739929, -1.131478, 1.376564], [1.158915, -1.679771, 0.839595], [0.957591, -2.547203, -1.205341], [2.329824, -3.123007, -2.137463], [1.437720, -4.244449, 0.592540], [2.689565, -4.950126, -0.520959], [-0.037407, -5.054547, -0.674117], [-2.881141, 1.980011, -0.038645], [-2.236997, 1.855168, -1.666228], [-4.209900, 0.884189, 1.248800], [-5.216712, -0.834921, 2.673482], [-6.134878, -2.892766, 1.603662], [-6.049025, -3.134319, -0.841858], [-5.015644, -1.407889, -2.256185], [5.102094, 4.576871, 0.444987], [6.163031, 5.107240, 0.155198], [4.395414, 3.772319, -0.363279], [3.133584, 3.170928, 0.046766], [4.907810, 3.492742, -1.691195], [4.626417, 4.723812, 1.428989], [3.214617, 2.084737, 0.005361], [2.342494, 3.498230, -0.631130], [2.876165, 3.467710, 1.061066], [5.889495, 3.022848, -1.614989], [5.016070, 4.425736, -2.247365], [4.226461, 2.829563, -2.218540]],
  "forces_ev_per_a": [[-0.67, 0.53, 0.42], [0.93, -1.23, -0.64], [-0.81, 0.32, 0.47], [0.12, 0.50, 0.23], [0.06, 0.11, 0.07], [-0.44, -0.13, -0.23], [-0.20, -0.27, -0.34], [0.81, 0.10, 1.07], [-0.36, -0.23, -0.24], [-0.50, 0.06, 0.19], [-0.67, -0.27, -0.53], [0.25, -0.37, -0.05], [-0.23, -0.06, 0.17], [0.28, -0.04, -0.05], [0.52, 0.79, -0.93], [0.31, 0.59, 0.34], [0.35, 0.46, 0.15], [-0.48, -0.54, 1.18], [-0.50, -0.98, -0.80], [-0.25, -0.08, 0.10], [0.23, 0.04, -0.15], [0.16, -0.07, -0.17], [0.17, 0.26, -0.15], [0.06, 0.19, 0.05], [0.16, -0.09, 0.22], [-0.01, 0.11, -0.21], [-0.05, 0.02, -0.51], [0.07, -0.12, -0.02], [0.23, 0.12, 0.23], [0.47, 0.21, 0.01], [0.03, 0.25, 0.34], [-0.03, 0.33, -0.07], [0.20, -0.06, -0.09], [-0.17, -0.16, 0.00], [-0.03, -0.12, 0.06], [-0.16, -0.24, -0.06], [0.01, -0.03, -0.22], [0.06, 0.06, 0.05], [0.14, 0.11, 0.06], [0.02, 0.04, 0.02], [0.01, -0.02, -0.07], [-0.14, 0.04, 0.15], [0.20, -0.09, -0.24], [0.13, 0.14, 0.14], [-0.03, -0.03, -0.01], [-0.21, -0.01, 0.06], [-0.10, -0.06, 0.09], [0.03, 0.00, -0.01], [0.00, 0.01, -0.11], [0.05, -0.06, -0.07], [-0.04, -0.01, 0.08]],
  "mulliken_charge": [-0.56, -0.03, -0.78, 1.06, -0.56, -0.93, -0.31, -0.36, -0.43, 0.18, -0.48, -0.54, -0.92, -0.53, 0.32, -0.08, -0.50, -0.54, -0.27, -0.49, 0.30, 0.24, 0.39, 0.35, 0.36, 0.28, 0.24, -0.11, 0.35, 0.29, 0.24, 0.30, 0.35, 0.36, 0.34, 0.38, 0.35, 0.32, 0.41, 0.10, -0.62, 0.18, -0.81, -0.97, 0.28, 0.37, 0.26, 0.26, 0.31, 0.31, 0.35]
}


{
  "formula": "C13H24ClN2O2S2",
  "method": "ωB97M-V/def2-TZVPD",
  "total_charge": 1,
  "e_homo_ev": -12.180,
  "gap_ev": 8.30,
  "elements": ["C", "C", "C", "C", "S", "C", "O", "O", "N", "C", "C", "C", "C", "S", "C", "N", "C", "C", "C", "Cl", "H", "H", "H", "H", "H", "H", "H", "H", "H", "H", "H", "H", "H", "H", "H", "H", "H", "H", "H", "H", "H", "H", "H", "H"],
  "positions_angstrom": [[2.510643, 3.179841, 0.696941], [1.644098, 2.408990, 0.047827], [1.695759, 0.912715, 0.216468], [0.549994, 0.100326, -0.453785], [1.035372, -0.012855, -2.243739], [-0.414667, 0.167855, -3.240630], [1.661113, -1.280531, -2.467190], [1.866762, 1.125096, -2.510277], [-0.664195, 0.875184, -0.173891], [-1.461507, 0.497094, 0.796455], [-2.669924, 1.253841, 1.212083], [-3.982955, 0.650034, 0.648029], [-4.546945, 1.475684, -0.512855], [-0.996394, -0.925543, 1.571282], [0.256851, -1.261180, 0.246234], [-0.511370, -2.033685, -0.758415], [1.418910, -2.205936, 0.552237], [2.488446, -1.855002, 1.578667], [3.421805, -3.052068, 1.770734], [1.784606, -1.419122, 3.171761], [2.831835, 2.930106, 1.702782], [2.912631, 4.068797, 0.228121], [0.925764, 2.876889, -0.616295], [1.622818, 0.679600, 1.287378], [2.651811, 0.526503, -0.132099], [-0.621821, 1.237120, -3.299862], [-1.276369, -0.357467, -2.840493], [-0.135523, -0.168123, -4.237607], [-0.905980, 1.733549, -0.652677], [-2.577764, 2.310878, 0.957500], [-2.702763, 1.216995, 2.302609], [-3.867940, -0.399719, 0.377758], [-4.713758, 0.688509, 1.455819], [-5.612688, 1.303174, -0.644094], [-4.411381, 2.541580, -0.324626], [-4.029354, 1.233990, -1.444457], [-1.318347, -1.517811, -1.087692], [-0.825755, -2.916406, -0.373829], [1.926616, -2.402334, -0.393708], [0.981690, -3.158097, 0.867758], [3.116090, -1.027114, 1.263146], [4.034181, -2.890671, 2.654889], [2.837996, -3.963406, 1.901260], [4.071610, -3.147280, 0.900486]],
  "forces_ev_per_a": [[-0.13, 0.18, 0.16], [0.03, -0.08, -0.02], [-0.82, -0.46, 0.87], [0.44, 0.98, 1.60], [1.12, -0.41, -1.04], [-0.27, 0.54, 0.26], [-0.35, -0.23, 0.38], [-0.55, 0.49, 0.31], [-1.04, 0.02, -0.72], [0.35, -0.20, 0.13], [-0.04, -0.18, 0.29], [-0.47, 0.62, 0.10], [0.39, -0.15, -0.08], [0.47, 0.49, 0.58], [-0.73, -1.27, -2.43], [0.13, 0.30, 0.20], [0.29, 0.36, 0.85], [0.54, -0.53, -0.11], [-0.26, 0.24, 0.05], [-0.13, 0.10, -0.02], [0.97, -0.53, -0.41], [-0.78, 0.66, 0.54], [0.72, -0.20, -0.98], [0.13, -0.03, -0.01], [0.00, 0.12, -0.11], [-0.04, -0.03, 0.03], [0.07, -0.23, -0.17], [0.01, -0.24, 0.09], [0.35, 0.04, -0.09], [0.06, -0.05, -0.17], [0.05, -0.05, -0.01], [0.07, -0.01, 0.02], [0.07, -0.14, 0.05], [0.03, -0.13, -0.09], [-0.07, 0.00, 0.02], [-0.12, 0.08, -0.08], [-0.17, -0.16, 0.13], [-0.01, -0.04, -0.10], [-0.14, 0.12, -0.09], [-0.10, 0.05, -0.01], [-0.25, 0.22, 0.11], [0.08, -0.08, -0.06], [0.11, -0.06, 0.04], [-0.03, -0.10, -0.02]],
  "mulliken_charge": [-0.91, -0.54, -1.02, -0.41, 1.60, -1.01, -0.66, -0.68, 0.18, 0.30, -0.98, -0.26, -1.24, -0.12, 0.98, -0.55, -1.72, 0.70, -1.50, -0.17, 0.30, 0.27, 0.23, 0.47, 0.59, 0.38, 0.29, 0.45, 0.51, 0.50, 0.44, 0.32, 0.38, 0.37, 0.34, 0.27, 0.17, 0.33, 0.35, 0.64, 0.24, 0.43, 0.36, 0.37]
}


{
  "formula": "C5H33NO13",
  "method": "ωB97M-V/def2-TZVPD",
  "total_charge": 0,
  "e_above_lowest_kcal_mol": 54.4,
  "e_homo_ev": -9.205,
  "gap_ev": 9.11,
  "smiles": "CC[C@@H](NC)C(=O)O.O.O.O.O.O.O.O.O.O.O.O",
  "elements": ["C", "C", "C", "N", "C", "C", "O", "O", "H", "H", "H", "H", "H", "H", "H", "H", "H", "H", "H", "O", "H", "H", "O", "H", "H", "O", "H", "H", "O", "H", "H", "O", "H", "H", "O", "H", "H", "O", "H", "H", "O", "H", "H", "O", "H", "H", "O", "H", "H", "O", "H", "H"],
  "positions_angstrom": [[3.697743, -0.722485, -0.752690], [2.447549, 0.117215, -0.956034], [1.166938, -0.697208, -0.847706], [1.054920, -1.760904, 0.159038], [1.394314, -1.416177, 1.561310], [-0.005312, 0.194966, -0.490384], [0.120113, 1.352499, -0.131087], [-1.198947, -0.355587, -0.673159], [3.663583, -1.667324, -1.319329], [3.878704, -1.026364, 0.277510], [4.564471, -0.185191, -1.106714], [2.419517, 1.081243, -0.400820], [2.494589, 0.595373, -1.994683], [0.975352, -1.204055, -1.813471], [1.518932, -2.654027, -0.050910], [2.440813, -1.013701, 1.532573], [1.512506, -2.293861, 2.220561], [0.693813, -0.604706, 1.839599], [-2.045799, 0.095247, -0.412155], [-1.874347, -3.163375, -0.419618], [-1.166430, -3.159556, -1.053920], [-1.547906, -2.631836, 0.300563], [-1.743252, 3.178545, -0.956593], [-1.294717, 2.374422, -0.677308], [-1.566963, 3.349296, -1.895707], [1.879382, 0.152344, 4.344833], [1.039643, 0.061335, 3.885793], [1.896335, 0.866099, 4.988677], [-1.027491, 2.657384, 3.498574], [-0.157710, 2.958246, 3.120826], [-1.733608, 2.818934, 2.878994], [-0.667386, 0.044429, 3.167831], [-0.886533, 0.955629, 3.479455], [-1.223297, -0.505171, 3.736022], [-3.343678, 0.678501, 0.369847], [-3.490478, 1.636981, 0.322509], [-4.061630, 0.213560, -0.049789], [-1.382798, -1.955328, -2.965883], [-2.161916, -2.516266, -2.934207], [-1.224768, -1.497959, -2.133572], [0.987148, -1.051221, -4.486572], [0.922394, -1.523344, -3.653025], [0.093991, -0.888671, -4.739911], [0.883489, -3.815191, -3.073618], [1.049236, -3.358368, -3.897703], [0.184715, -3.225674, -2.716458], [0.575197, 3.453163, 1.489594], [-0.114333, 3.100330, 0.906460], [1.202335, 2.720435, 1.395748], [-4.008840, 3.333585, 0.271657], [-3.613397, 3.402502, 1.155513], [-3.216166, 3.501289, -0.300476]],
  "forces_ev_per_a": [[0.07, -0.49, -0.16], [0.48, 1.45, -1.41], [-0.30, -0.78, 0.74], [0.35, -1.73, 0.61], [1.48, 1.34, -1.39], [-1.10, 0.91, -0.71], [-0.18, -0.28, 0.06], [0.95, -0.99, -0.64], [-0.15, 0.35, -0.03], [-0.04, 0.23, 0.03], [0.32, 0.17, -0.01], [0.08, -1.08, 0.47], [-0.20, -1.04, 0.91], [-0.04, 0.40, 0.51], [-0.18, 0.89, -0.60], [-0.85, 0.13, 0.54], [-0.95, 0.39, -0.34], [0.63, -0.99, 0.53], [0.20, 0.75, 0.74], [-0.94, -0.53, 0.06], [0.50, -0.13, -0.11], [0.36, 0.32, 0.35], [-0.19, 0.81, -0.68], [0.58, -0.41, -0.21], [0.13, -0.26, 0.52], [1.22, -0.32, 0.10], [-0.58, 0.41, 0.25], [-0.53, -0.08, -0.26], [0.86, -0.12, 0.98], [-1.33, 0.04, -0.29], [0.12, 0.31, -0.43], [-0.70, 0.17, 0.73], [0.14, 0.00, -0.40], [0.16, -0.20, -0.20], [1.03, -0.67, 0.16], [-0.78, 0.30, -0.32], [-0.65, 0.11, -0.12], [0.72, -0.14, -1.03], [-0.08, 0.18, 0.50], [-0.85, 0.13, 0.45], [1.27, -0.06, 0.12], [-0.09, 0.14, -0.06], [-1.12, 0.09, -0.20], [-0.49, 0.72, 0.71], [0.34, -0.23, -0.69], [0.17, -0.73, -0.22], [0.19, -0.45, -0.13], [0.05, 0.47, 0.06], [0.24, 0.28, 0.10], [0.69, -0.07, 0.41], [-0.50, 0.32, -0.12], [-0.51, -0.06, 0.11]],
  "mulliken_charge": [-1.34, -0.36, 2.52, -0.20, -0.80, 0.22, -0.66, -0.34, 0.28, 0.34, 0.43, 0.10, 0.44, -1.69, 0.36, 0.22, 0.47, 0.01, 0.26, -0.70, 0.35, 0.30, -0.73, 0.39, 0.27, -0.66, 0.46, 0.29, -0.75, 0.42, 0.26, -0.56, 0.39, 0.21, -0.66, 0.33, 0.29, -0.59, 0.30, 0.38, -0.65, -0.01, 0.35, -0.66, 0.40, 0.29, -0.82, 0.47, 0.35, -0.77, 0.34, 0.44]
}